Record 1
C22H24F11N3O8PS3TeZr | ωB97M-V with the def2-TZVPD basis set

The geometry in XYZ format:
```
74
Properties=species:S:1:pos:R:3:mulliken_charge:R:1
Zr -0.974 -0.122 -1.822 1.064
F 4.913 3.548 -1.301 -0.314
C 3.662 3.251 -1.606 0.812
C 3.208 1.948 -1.492 -0.318
F 4.008 0.976 -1.074 -0.393
C 1.894 1.688 -1.809 -0.435
F 1.460 0.390 -1.661 0.299
C 0.983 2.639 -2.220 0.934
S -0.716 2.288 -2.549 -0.337
C 1.472 3.935 -2.333 0.177
F 0.668 4.919 -2.721 -0.318
C 2.791 4.241 -2.033 0.201
F 3.221 5.489 -2.140 -0.281
F -4.726 -0.794 -4.233 -0.159
C -5.076 -1.204 -3.032 0.544
F -5.094 -2.516 -2.977 -0.134
F -6.222 -0.680 -2.668 -0.168
S -3.741 -0.576 -1.826 1.086
O -2.985 0.479 -2.576 -0.763
O -2.724 -1.652 -1.633 -0.455
N -4.249 0.018 -0.507 -0.329
S -4.870 -1.082 0.571 1.073
O -5.537 -0.355 1.586 -0.651
O -5.475 -2.154 -0.152 -0.592
C -3.357 -1.854 1.406 0.728
F -3.489 -1.719 2.712 -0.222
F -3.287 -3.134 1.089 -0.207
F -2.194 -1.265 1.044 -0.174
C -2.013 -4.355 -5.322 -1.380
C -1.435 -4.120 -3.953 -0.279
O -1.177 -2.690 -3.789 0.080
P 0.247 -2.080 -3.506 0.156
O -0.077 -0.553 -3.609 -0.686
Te 2.086 -3.153 -4.220 0.022
O 0.160 -1.936 -1.699 0.255
C 0.949 -2.749 -0.780 -0.237
C 0.136 -3.912 -0.266 -1.113
H -2.270 -5.410 -5.430 0.399
H -1.290 -4.096 -6.095 0.320
H -2.916 -3.765 -5.473 0.296
H -0.501 -4.664 -3.807 0.450
H -2.130 -4.376 -3.153 0.251
H 1.268 -2.070 0.011 -0.031
H 1.833 -3.068 -1.330 0.479
H -0.564 -3.616 0.515 0.222
H 0.805 -4.670 0.141 0.463
H -0.429 -4.370 -1.078 0.131
C 1.386 1.510 5.805 -1.170
C 1.659 0.721 4.535 -0.507
N 2.617 1.372 3.646 0.259
C 4.013 1.484 4.090 -0.785
C 4.378 2.888 4.543 -1.059
C 2.326 1.819 2.414 0.060
O 3.149 2.285 1.638 -0.616
C 0.896 1.771 1.930 -0.556
C -0.047 2.734 2.245 0.152
C -1.258 2.750 1.563 -1.614
C -1.462 1.842 0.549 -0.410
N -0.542 0.907 0.232 1.445
C 0.597 0.862 0.929 -0.538
H 0.646 0.993 6.415 0.403
H 1.005 2.506 5.573 0.273
H 2.287 1.625 6.407 0.316
H 0.731 0.562 3.987 0.300
H 2.051 -0.269 4.783 0.414
H 4.649 1.187 3.257 0.388
H 4.148 0.757 4.892 0.427
H 4.270 3.591 3.718 0.294
H 5.416 2.914 4.872 0.392
H 3.751 3.219 5.371 0.285
H 0.163 3.473 3.009 0.624
H -2.020 3.484 1.781 0.512
H -2.376 1.859 -0.030 0.550
H 1.319 0.107 0.649 0.696
```

Summary:
**ΔE to the lowest compared entry with this formula, charge and spin**: 0.0 kJ/mol
**Net charge**: +1

Record 2
C24H33Br3Li2N4O5 | ωB97M-V with the def2-TZVPD basis set

The geometry in XYZ format:
```
71
Properties=species:S:1:pos:R:3:mulliken_charge:R:1
C 4.756 4.658 -1.857 -1.016
C 3.855 4.326 -2.752 -0.368
C 2.513 3.781 -2.298 1.078
C 2.499 2.339 -2.602 -0.044
N 2.548 1.200 -2.600 -0.489
C 1.321 4.586 -2.963 -0.303
Br 1.058 4.071 -4.849 0.046
Br 1.825 6.647 -2.864 -0.381
C 0.073 4.373 -2.225 -0.262
N -0.815 4.310 -1.500 -0.322
H 5.795 4.797 -2.092 0.317
H 4.421 4.740 -0.836 0.250
H 4.065 4.450 -3.805 0.613
H 2.449 3.966 -1.232 0.365
C -2.104 -2.967 0.428 -0.516
C -0.680 -2.437 0.570 0.462
C -0.366 -1.827 1.942 -0.808
C -1.357 -0.865 2.585 -0.569
N -1.540 0.532 2.041 0.676
C -0.430 1.474 2.462 -0.812
C 0.667 1.280 1.433 -0.784
C -0.074 0.981 0.125 0.240
C -1.504 0.632 0.530 -1.137
C -2.885 1.068 2.499 -0.820
C -3.063 1.315 3.991 -0.526
C -3.274 0.095 4.897 -1.187
H -2.860 -2.206 0.635 0.579
H -2.275 -3.320 -0.590 0.582
H -2.276 -3.809 1.116 -0.988
H -0.471 -1.731 -0.235 0.137
H 0.017 -3.260 0.406 -0.259
H 0.643 -1.414 1.937 0.060
H -0.311 -2.667 2.643 0.555
H -1.028 -0.724 3.611 0.090
H -2.343 -1.325 2.618 0.484
H -0.829 2.486 2.408 0.509
H -0.126 1.250 3.481 0.446
H 1.317 0.454 1.712 0.272
H 1.308 2.155 1.349 0.509
H 0.406 0.176 -0.428 0.250
H -0.065 1.848 -0.533 -0.240
H -1.917 -0.268 0.088 0.362
H -2.155 1.457 0.248 0.569
H -3.641 0.382 2.116 0.547
H -3.009 2.021 1.988 0.517
H -3.966 1.923 4.075 0.423
H -2.253 1.933 4.383 0.255
H -3.926 -0.645 4.430 0.293
H -3.745 0.409 5.827 0.421
H -2.339 -0.387 5.175 0.272
C -3.256 6.499 -2.911 0.661
O -3.643 6.759 -1.640 -0.336
O -2.394 7.211 -3.513 -0.685
O -3.719 5.491 -3.505 -0.633
Li 2.793 6.408 -4.881 0.855
C 0.700 -5.899 -0.994 -0.326
C 0.913 -6.448 -2.250 -0.484
C 2.203 -6.707 -2.684 -0.361
C 3.263 -6.415 -1.847 0.061
C 3.068 -5.862 -0.596 -0.348
C 1.776 -5.603 -0.170 -0.463
N 4.633 -6.710 -2.294 1.015
O 4.773 -7.177 -3.403 -0.603
O 5.538 -6.471 -1.525 -0.604
H -0.310 -5.703 -0.655 0.353
H 0.073 -6.677 -2.892 0.391
H 2.369 -7.134 -3.661 0.451
H 3.905 -5.635 0.047 0.442
H 1.608 -5.174 0.809 0.469
Li -3.508 -5.219 1.981 -0.203
Br -4.712 8.288 -1.016 0.003
```

Summary:
**Net charge**: 0

Record 3
C13H9Cl3FO4P | ωB97M-V with the def2-TZVPD basis set

The geometry in XYZ format:
```
31
Properties=species:S:1:pos:R:3:nbo_charge:R:1
O -1.446 4.158 -4.537 -0.516
C -1.625 3.213 -3.866 0.875
F -2.093 3.353 -2.628 -0.332
C -1.393 1.792 -4.243 -0.549
C -0.580 1.071 -3.174 0.003
C 0.602 1.651 -2.716 -0.185
C 1.358 1.026 -1.731 -0.174
C 0.899 -0.179 -1.202 -0.059
C -0.272 -0.767 -1.662 -0.139
C -1.018 -0.145 -2.658 -0.158
C -0.682 -2.051 -1.049 0.520
O -1.266 -2.912 -1.648 -0.481
C -0.296 -2.202 0.381 -0.217
C 0.817 -1.631 0.844 -0.424
P 1.199 -1.814 2.643 1.137
O 0.198 -0.635 3.199 -0.973
Cl 3.050 -0.937 2.864 -0.293
C 1.668 -0.867 -0.125 0.507
O 2.866 -0.832 -0.072 -0.477
H -0.901 1.774 -5.204 0.255
H -2.365 1.310 -4.290 0.249
H 0.953 2.593 -3.111 0.224
H 2.275 1.440 -1.345 0.240
H -1.928 -0.604 -3.012 0.232
H -0.973 -2.775 0.999 0.240
H -0.076 -0.056 2.475 0.493
Cl 1.762 -1.100 6.331 -0.018
C 0.123 -0.876 6.946 -0.397
Cl -0.410 -2.239 7.939 -0.028
H 0.101 0.021 7.553 0.220
H -0.548 -0.781 6.100 0.226
```

Summary:
**SMILES string**: O=C(F)Cc1ccc2c(c1)C(=O)C=C(P(O)Cl)C2=O.ClCCl
**Net charge**: 0

| no. | calculated total energy (eV) | Kohn-Sham gap (Eh) |
| --- | --- | --- |
| 1 | -124311.431 | 0.258 |
| 2 | -252145.036 | 0.042 |
| 3 | -71391.420 | 0.294 |